C24H35AlN3O3S | wB97M-V/def2-TZVPD

Structure (ORCA input):
```
! RIJCOSX wB97M-V def2-TZVPD def2/J DEFGRID3
* xyz 3 1
Al -0.093 -0.337 0.184
C 0.464 2.887 1.308
C 1.354 1.681 1.242
C 2.615 1.756 0.698
C 3.536 0.704 0.845
C 4.926 0.848 0.315
C 3.168 -0.448 1.557
C 1.903 -0.593 2.078
C 1.531 -1.777 2.923
C 0.933 0.433 1.821
H -0.594 2.626 1.316
H 0.672 3.579 0.493
H 0.668 3.413 2.245
H 2.938 2.674 0.220
H 4.965 1.501 -0.556
H 5.372 -0.116 0.075
H 5.552 1.306 1.087
H 3.910 -1.221 1.729
H 0.464 -2.000 2.881
H 1.768 -1.552 3.967
H 2.103 -2.665 2.655
H 0.095 0.476 2.525
C -2.407 -5.328 0.116
C -1.660 -4.244 0.893
S -2.323 -2.631 0.441
O -1.140 -1.634 0.661
C -3.424 -2.244 1.799
C -2.801 -2.195 3.181
H -1.954 -6.291 0.342
H -2.355 -5.168 -0.960
H -3.456 -5.386 0.410
H -0.603 -4.195 0.634
H -1.754 -4.366 1.969
H -4.204 -3.007 1.696
H -3.867 -1.290 1.510
H -2.409 -3.155 3.511
H -3.582 -1.911 3.886
H -2.011 -1.447 3.241
O 0.036 2.297 -2.025
C -0.978 1.845 -1.540
O -1.016 0.827 -0.719
C -2.342 2.427 -1.890
N -2.103 3.535 -2.895
C -2.552 4.854 -2.275
C -2.553 4.560 -0.784
C -3.054 3.115 -0.719
H -2.935 1.638 -2.347
H -2.573 3.363 -3.783
H -1.090 3.539 -3.075
H -3.552 5.066 -2.647
H -1.876 5.641 -2.594
H -3.202 5.249 -0.249
H -1.547 4.654 -0.371
H -4.132 3.083 -0.884
H -2.848 2.615 0.225
N 3.491 0.724 -4.806
C 3.161 0.037 -3.947
C 2.712 -0.801 -2.868
C 3.255 -2.059 -2.631
C 2.776 -2.808 -1.562
C 1.781 -2.282 -0.773
N 1.249 -1.061 -1.010
C 1.710 -0.333 -2.039
H 4.041 -2.441 -3.270
H 3.177 -3.788 -1.347
H 1.391 -2.827 0.077
H 1.273 0.649 -2.190
*
```

The value obtained for the orbital gap is 9.18 eV. Its maximum force is 0.6 eV Å⁻¹. The value obtained for the total energy is -1965.3835 a.u. The energy above the lowest of the compared OMol25 structures with the same formula, charge and spin is 5.2 kcal per mole.

C3H3ClN2O2 | wB97M-V/def2-TZVPD

Structure (ORCA input):
```
! RIJCOSX wB97M-V def2-TZVPD def2/J DEFGRID3
* xyz 0 1
C -0.286 0.978 0.574
C 0.788 0.474 -0.224
C -0.648 -1.207 -0.022
H -1.513 -0.318 2.990
H -2.928 -1.096 1.425
H -0.344 1.959 0.813
N -2.131 -0.067 1.658
N -1.159 -0.132 0.736
O 0.412 -0.850 -0.658
O -1.235 -2.292 -0.219
Cl 2.075 1.442 -0.996
*
```

The value obtained for the orbital gap is 8.49 eV. Its maximum force is 7.6 eV Å⁻¹. The value obtained for the total energy is -836.1229 a.u. The energy above the lowest of the compared OMol25 structures with the same formula, charge and spin is 120.6 kcal per mole.